The following is a DFT calculation (wB97M-V/def2-TZVPD) of one molecule with the formula C6H7N2O2PS.

XYZ file:
```
19
Properties=species:S:1:pos:R:3:forces:R:3:lowdin_charge:R:1
C 1.037 0.526 0.698 0.1 7.3 2.1 -0.1393
C -0.436 2.340 0.425 0.3 1.2 0.6 -0.7108
C 1.813 -0.571 0.370 -0.1 -2.9 -1.0 -0.5134
C -1.312 0.285 -0.245 -1.1 -3.0 1.7 -0.2031
C -2.619 1.037 -0.057 -1.0 0.5 1.1 -0.4455
C 1.515 -2.711 -0.723 3.2 -1.3 -0.9 -0.1253
N 0.494 3.176 0.945 -1.7 -1.1 -0.6 -0.3439
N -0.187 1.032 0.303 0.7 -1.1 -0.1 -0.1218
O 2.980 -0.743 0.625 -0.6 -0.2 -0.2 0.0814
O 0.985 -1.536 -0.303 -0.4 2.7 1.6 -0.1080
P 1.857 2.498 1.441 -1.1 -3.9 -1.6 0.9699
S -2.087 2.759 -0.139 0.5 0.9 0.0 0.9236
H -1.399 -0.713 0.291 0.3 1.2 -0.3 0.1489
H -1.129 -0.058 -1.224 0.4 0.3 -1.5 0.1104
H -3.480 0.828 -0.746 1.3 0.1 0.1 0.0991
H -3.094 0.922 0.962 0.9 -0.3 -0.9 0.0905
H 2.549 -2.883 -0.255 -1.5 0.0 -0.6 0.1178
H 1.659 -2.647 -1.807 0.2 -0.2 0.0 0.0905
H 0.853 -3.540 -0.560 -0.4 -0.3 0.5 0.0792
```
Positions in Å, forces in eV/Å.

Summary:
Orbital gap (alpha / beta) = 6.87 / 6.87 eV
SMILES = COC(=O)c1pnc2n1CCS2



The following is a DFT calculation (wB97M-V/def2-TZVPD) of a 2-piece molecular cluster, C6H7N2O2S overall.

XYZ file:
```
18
Properties=species:S:1:pos:R:3:forces:R:3:lowdin_charge:R:1
C -2.271 -1.647 -0.687 1.0 2.1 1.9 -0.1013
C -2.906 -0.696 0.131 -3.1 0.1 -1.1 -0.0933
C -0.892 -1.499 -0.906 0.1 -1.2 -0.4 -0.0901
C -2.203 0.415 0.607 -0.3 -3.9 -1.5 -0.1910
C -0.296 -0.436 -0.279 2.4 2.3 0.7 -0.0631
C 1.979 1.646 -0.224 -0.9 1.4 -2.4 -0.3194
N -0.925 0.471 0.467 3.1 -0.2 -1.4 0.0711
N 1.971 0.270 -0.637 -2.3 -1.0 0.5 -0.1759
O 2.366 0.064 1.935 -0.2 -0.4 0.7 -0.5650
O 4.206 0.169 0.394 0.8 -0.2 -0.3 -0.5556
S 2.956 -0.535 0.726 -0.7 -0.2 -0.3 0.5628
H -2.807 -2.482 -0.984 -0.9 -1.4 -0.9 0.0653
H -4.107 -0.689 0.222 3.0 -0.2 0.0 0.1311
H -0.304 -2.253 -1.486 -0.6 0.9 0.5 0.1096
H -2.667 1.132 1.127 -1.7 2.7 2.0 0.0584
H 2.654 1.696 0.605 0.6 1.1 0.3 0.0070
H 2.237 2.346 -1.165 -0.3 -1.4 2.0 0.1000
H 1.010 2.030 0.152 0.1 -0.5 -0.1 0.0494
```
Positions in Å, forces in eV/Å.

Summary:
Orbital gap = 7.18 eV
Net charge = -1



The following is a DFT calculation (wB97M-V/def2-TZVPD) of an isolated ion of composition C6H7N2O2S and charge +1.

XYZ file:
```
18
Properties=species:S:1:pos:R:3:forces:R:3:lowdin_charge:R:1
C 1.197 0.978 0.059 1.7 -0.9 -0.7 -0.0531
C 0.674 -0.363 -0.055 -0.2 -2.1 0.3 -0.0748
C -1.887 -0.239 0.128 4.8 2.4 -0.5 -0.4279
C -0.596 2.243 0.127 -4.2 0.8 -1.8 -0.0738
C -1.684 1.251 0.072 -0.1 0.0 0.3 0.0501
C 1.829 -1.370 -0.347 -1.4 -2.4 -2.5 -0.2442
N 0.718 2.167 -0.007 -0.7 -0.8 1.1 0.1237
N -0.532 -0.939 0.008 -1.4 -0.2 0.8 0.1293
O -4.285 0.227 0.370 -0.3 -0.7 -0.1 -0.5000
O 3.007 -1.141 0.274 1.8 -1.8 2.3 -0.0442
S -3.386 -0.930 0.217 0.1 0.8 0.1 1.0414
H 2.271 0.966 0.065 0.4 -0.3 0.0 0.1279
H -0.927 3.315 -0.036 -0.2 -1.5 0.6 0.1444
H -2.691 1.680 -0.046 0.7 0.3 0.3 0.0989
H 1.531 -2.487 -0.157 -0.2 2.1 -0.4 0.1622
H 2.062 -1.321 -1.493 -1.1 0.1 1.5 0.1806
H -0.577 -1.995 0.154 0.4 1.8 -0.7 0.1902
H 3.275 -2.043 0.669 -0.2 2.5 -0.7 0.1692
```
Positions in Å, forces in eV/Å.

Summary:
Orbital gap (alpha / beta) = 6.23 / 6.52 eV
Net charge = +1



The following is a DFT calculation (wB97M-V/def2-TZVPD) of an isolated ion of composition C6H7N2O2S2 and charge -1.

XYZ file:
```
19
Properties=species:S:1:pos:R:3:forces:R:3:lowdin_charge:R:1
C 1.431 0.807 1.188 0.1 -1.3 -0.4 -0.1123
C 0.889 -0.602 1.124 -2.0 -2.1 0.9 -0.3231
C 0.546 -1.676 -1.211 3.9 -2.1 1.3 -0.4456
C -0.679 0.937 1.224 -2.7 -1.9 0.2 -1.0784
C -0.533 -0.788 -1.549 -0.3 1.6 1.0 -0.1756
C -0.108 0.710 -1.624 0.3 0.0 1.7 -0.5482
N 0.484 1.634 1.351 2.9 2.5 0.4 -0.0037
N -0.525 -0.372 1.178 -0.2 -0.3 0.3 -0.0235
O 1.070 -2.533 -1.921 -1.4 1.3 0.5 0.0571
O 1.200 -1.578 0.040 0.0 1.0 -0.1 -0.0151
S -2.033 1.582 2.286 -1.2 -1.4 0.1 0.6132
S -1.174 1.897 -0.762 -0.3 -0.5 -0.3 0.5807
H 2.488 0.969 1.217 0.4 0.8 0.0 0.1013
H 1.168 -1.182 2.136 0.0 0.9 -2.2 0.1707
H -0.929 -1.108 -2.447 -0.6 -0.5 -2.2 0.0895
H -1.323 -0.948 -0.844 -0.3 0.3 0.7 0.1001
H -0.015 0.953 -2.645 0.0 0.5 -1.2 0.0348
H 0.900 0.919 -1.187 -0.4 -0.7 -0.2 0.0637
H -2.858 0.381 2.447 1.7 1.8 -0.6 -0.0855
```
Positions in Å, forces in eV/Å.

Summary:
Orbital gap = 6.85 eV
Net charge = -1



Max |F| (hartree/bohr)
0.147, 0.081, 0.105, 0.090